[1]
# H12O5S

6 unconnected molecules or ions with the total composition H12O5S (wB97M-V/def2-TZVPD, the Open Molecules 2025 dataset).

Last column: Löwdin charge in e.
Element x y z (Å)
1 S -3.76 -1.22 -1.68  0.516
2 H -3.29 -0.22 -2.36  -0.260
3 H -3.85 -0.54 -0.56  -0.231
4 H 1.93 -0.14 0.97  -0.009
5 H 3.08 -0.99 1.59  0.099
6 O 2.26 -1.04 0.98  -0.095
7 H 0.64 -1.70 0.14  0.043
8 H -0.72 -1.33 0.70  -0.029
9 O -0.33 -1.59 -0.11  -0.076
10 H -0.51 0.61 -2.78  0.032
11 H -0.46 -0.02 -1.49  -0.022
12 O -0.32 0.84 -1.87  -0.059
13 H -0.42 1.03 2.48  0.042
14 H -0.42 -0.27 3.14  0.086
15 O -0.41 0.11 2.22  -0.060
16 H 1.92 2.02 -1.25  0.104
17 H 2.58 2.62 0.11  0.049
18 O 2.08 1.83 -0.23  -0.131

## Properties
Kohn-Sham gap   9.7 eV
Calculated total energy   -781.55224 hartree
LUMO level   0.328 eV
Charge   0
SMILES   O.O.O.O.O.S

[2]
# H12O6

6 unconnected molecules or ions with the total composition H12O6 (wB97M-V/def2-TZVPD, the Open Molecules 2025 dataset).

Last column: Löwdin charge in e.
Element x y z (Å)
1 O -2.51 -2.26 0.02  -0.088
2 H -2.18 -2.39 -0.88  0.024
3 H -2.04 -1.46 0.33  -0.012
4 O -1.12 0.14 0.70  -0.055
5 H -0.31 0.08 1.24  0.012
6 H -1.01 0.94 0.17  0.034
7 O 2.15 -2.65 1.63  -0.059
8 H 2.14 -3.59 1.84  0.047
9 H 1.23 -2.45 1.37  0.043
10 O 1.50 0.10 1.83  -0.057
11 H 1.51 0.58 2.67  0.062
12 H 2.27 -0.49 1.88  0.039
13 O -1.49 3.46 -1.31  -0.053
14 H -0.74 3.52 -0.70  0.033
15 H -1.16 3.84 -2.14  0.039
16 O 0.40 0.54 -2.84  -0.056
17 H 0.32 1.34 -2.30  0.011
18 H 1.02 0.77 -3.54  0.035

## Properties
Kohn-Sham gap   10.6 eV
Calculated total energy   -458.62556 hartree
LUMO level   0.140 eV
Charge   0
SMILES   O.O.O.O.O.O

[3]
# H12O6

6 unconnected molecules or ions with the total composition H12O6 (wB97M-V/def2-TZVPD, the Open Molecules 2025 dataset).

Last column: Löwdin charge in e.
Element x y z (Å)
1 O 0.38 0.74 3.03  -0.060
2 H 0.04 0.76 2.13  -0.013
3 H 0.84 1.58 3.13  0.034
4 O -0.29 0.48 -0.03  -0.040
5 H -0.09 0.09 -0.89  0.052
6 H -1.25 0.60 -0.03  0.044
7 O 1.51 -1.39 -2.95  -0.063
8 H 0.68 -1.85 -3.12  0.031
9 H 1.74 -1.58 -2.03  -0.007
10 O -3.72 -0.33 0.01  -0.055
11 H -4.24 -0.29 -0.80  0.041
12 H -3.70 0.58 0.33  0.038
13 O 1.20 2.95 0.69  -0.071
14 H 0.72 2.13 0.50  -0.015
15 H 1.40 3.32 -0.18  0.033
16 O 1.78 -2.26 -0.03  -0.047
17 H 0.85 -2.48 -0.14  0.044
18 H 2.17 -3.05 0.38  0.053

## Properties
Kohn-Sham gap   10.9 eV
Calculated total energy   -458.62400 hartree
LUMO level   0.041 eV
Charge   0
SMILES   O.O.O.O.O.O

[4]
# H12O6

6 unconnected molecules or ions with the total composition H12O6 (wB97M-V/def2-TZVPD, the Open Molecules 2025 dataset).

Last column: Löwdin charge in e.
Element x y z (Å)
1 O -1.67 -2.04 -1.13  -0.021
2 H -2.22 -2.78 -1.11  0.006
3 H -1.03 -2.06 -0.43  0.005
4 O -1.09 -0.75 2.78  -0.025
5 H -0.49 -1.47 2.54  0.070
6 H -0.94 -0.59 3.70  0.042
7 O -0.34 0.04 0.50  -0.077
8 H 0.39 0.65 0.51  -0.029
9 H -0.78 0.12 1.37  0.019
10 O 1.54 1.88 0.16  -0.028
11 H 2.12 1.90 0.92  0.073
12 H 1.75 2.60 -0.43  0.075
13 O -1.43 1.07 -2.05  -0.061
14 H -2.14 0.60 -2.41  -0.009
15 H -1.17 0.68 -1.19  -0.007
16 O 2.65 -0.06 -1.54  -0.039
17 H 1.95 0.56 -1.51  -0.017
18 H 2.88 -0.33 -0.66  0.023

## Properties
Kohn-Sham gap   10.3 eV
Calculated total energy   -458.61479 hartree
LUMO level   0.106 eV
Charge   0
SMILES   O.O.O.O.O.O

[5]
# H12O6

6 unconnected molecules or ions with the total composition H12O6 (wB97M-V/def2-TZVPD, the Open Molecules 2025 dataset).

Last column: Löwdin charge in e.
Element x y z (Å)
1 O 2.31 0.70 0.80  -0.041
2 H 2.92 1.44 0.73  0.068
3 H 2.69 0.00 0.25  0.074
4 O -2.71 -2.29 -1.67  -0.057
5 H -3.26 -1.52 -1.84  0.024
6 H -1.90 -1.94 -1.28  0.002
7 O -2.22 2.24 -0.40  -0.038
8 H -2.74 2.11 -1.20  0.064
9 H -1.90 3.15 -0.46  0.064
10 O -0.48 0.07 -0.25  -0.074
11 H -1.18 0.76 -0.33  0.004
12 H 0.30 0.53 0.08  0.006
13 O 1.84 0.25 3.63  -0.073
14 H 1.81 0.34 2.66  -0.010
15 H 2.43 0.96 3.91  0.025
16 O 0.65 -2.60 -1.35  -0.059
17 H 0.37 -1.72 -1.07  -0.014
18 H 1.05 -2.47 -2.21  0.036

## Properties
Kohn-Sham gap   11.0 eV
Calculated total energy   -458.62875 hartree
LUMO level   0.039 eV
Charge   0
SMILES   O.O.O.O.O.O

[6]
# H12O6

6 unconnected molecules or ions with the total composition H12O6 (wB97M-V/def2-TZVPD, the Open Molecules 2025 dataset).

Last column: Löwdin charge in e.
Element x y z (Å)
1 O -2.14 -0.68 1.32  -0.074
2 H -2.17 -0.63 0.33  0.010
3 H -2.73 -1.40 1.58  0.064
4 O 1.83 1.63 1.06  -0.032
5 H 1.58 2.21 1.78  0.084
6 H 1.23 0.85 1.14  0.037
7 O 0.53 -0.82 1.41  -0.068
8 H 0.77 -1.51 2.04  0.074
9 H -0.45 -0.71 1.38  0.010
10 O 1.56 1.45 -1.26  -0.074
11 H 1.72 1.36 -0.32  -0.080
12 H 1.94 2.31 -1.50  0.055
13 O 0.53 -1.10 -1.66  -0.068
14 H 0.65 -1.30 -0.71  0.031
15 H 0.87 -0.19 -1.72  0.012
16 O -2.14 -0.66 -1.37  -0.065
17 H -1.23 -0.94 -1.62  0.020
18 H -2.34 0.15 -1.86  0.064

## Properties
Kohn-Sham gap   11.4 eV
Calculated total energy   -458.64597 hartree
LUMO level   0.554 eV
Charge   0
SMILES   O.O.O.O.O.O

[7]
# H12O6

6 unconnected molecules or ions with the total composition H12O6 (wB97M-V/def2-TZVPD, the Open Molecules 2025 dataset).

Last column: Löwdin charge in e.
Element x y z (Å)
1 O 1.75 -4.31 0.34  -0.051
2 H 1.24 -5.08 0.07  0.030
3 H 1.22 -3.56 0.05  0.022
4 O -0.55 4.71 -2.36  -0.054
5 H -1.34 4.22 -2.09  0.015
6 H -0.15 4.97 -1.53  0.028
7 O -3.85 2.46 -2.40  -0.052
8 H -3.43 1.70 -2.79  0.030
9 H -4.54 2.70 -3.02  0.032
10 O 0.54 -0.13 0.13  -0.050
11 H 0.21 0.48 -0.52  0.029
12 H -0.07 -0.06 0.86  0.023
13 O -1.52 -1.45 3.43  -0.053
14 H -0.59 -1.67 3.40  0.028
15 H -1.64 -0.98 4.26  0.031
16 O 4.52 -1.61 0.73  -0.051
17 H 3.57 -1.73 0.69  0.015
18 H 4.64 -0.66 0.74  0.027

## Properties
Kohn-Sham gap   11.3 eV
Calculated total energy   -458.61022 hartree
LUMO level   0.159 eV
Charge   0
SMILES   O.O.O.O.O.O

[8]
# H12O6

6 unconnected molecules or ions with the total composition H12O6 (wB97M-V/def2-TZVPD, the Open Molecules 2025 dataset).

Last column: Löwdin charge in e.
Element x y z (Å)
1 O -0.82 2.50 1.99  -0.054
2 H -1.75 2.44 1.73  0.031
3 H -0.78 2.99 2.81  0.049
4 O 0.82 -2.94 -1.57  -0.062
5 H 1.12 -2.39 -2.31  0.002
6 H 0.05 -3.38 -1.93  0.028
7 O 1.41 0.97 1.21  -0.068
8 H 2.17 1.56 1.12  0.040
9 H 0.65 1.56 1.09  0.001
10 O 2.14 -0.60 -3.60  -0.050
11 H 1.61 0.18 -3.81  0.042
12 H 2.96 -0.33 -4.03  0.041
13 O -0.79 -1.13 1.36  -0.054
14 H -0.62 -1.90 1.92  0.052
15 H -0.10 -0.51 1.65  0.019
16 O -2.78 0.70 0.64  -0.071
17 H -3.19 0.22 1.37  0.038
18 H -2.09 0.07 0.36  0.015

## Properties
Kohn-Sham gap   11.5 eV
Calculated total energy   -458.62914 hartree
LUMO level   0.668 eV
Charge   0
SMILES   O.O.O.O.O.O

[9]
# H12O6

6 unconnected molecules or ions with the total composition H12O6 (wB97M-V/def2-TZVPD, the Open Molecules 2025 dataset).

Last column: Löwdin charge in e.
Element x y z (Å)
1 O 0.99 2.19 0.51  -0.036
2 H 0.11 2.58 0.61  0.095
3 H 1.51 2.87 0.09  0.069
4 O 2.13 1.50 2.83  -0.060
5 H 2.30 2.40 2.94  -0.008
6 H 1.88 1.43 1.88  0.003
7 O 1.22 -0.53 -0.37  -0.041
8 H 1.11 0.34 0.07  0.022
9 H 0.76 -0.49 -1.18  -0.016
10 O -0.79 -1.21 1.39  -0.052
11 H 0.03 -1.15 0.98  -0.055
12 H -1.23 -1.70 0.71  -0.051
13 O -0.98 -0.48 -2.58  -0.031
14 H -1.75 -0.79 -3.04  0.041
15 H -1.12 0.41 -2.22  0.064
16 O -1.88 -2.61 -0.55  -0.018
17 H -1.53 -2.15 -1.33  0.025
18 H -2.80 -2.60 -0.75  0.047

## Properties
Kohn-Sham gap   9.6 eV
Calculated total energy   -458.60930 hartree
LUMO level   -0.214 eV
Charge   0
SMILES   O.O.O.O.O.O

[10]
# H12O6

6 unconnected molecules or ions with the total composition H12O6 (wB97M-V/def2-TZVPD, the Open Molecules 2025 dataset).

Last column: Löwdin charge in e.
Element x y z (Å)
1 H 0.22 0.25 1.16  0.019
2 H 0.72 0.31 -0.28  0.021
3 H 0.97 2.56 0.68  0.048
4 H -0.50 2.82 0.38  0.063
5 H -1.57 1.02 -4.25  0.034
6 H -0.24 0.83 -3.53  0.024
7 H 3.22 1.12 1.60  0.016
8 H 3.76 -0.29 1.76  0.036
9 H -1.65 -1.82 -1.23  0.020
10 H -2.93 -2.16 -1.97  0.035
11 H -0.04 -2.44 2.05  0.031
12 H -1.34 -2.20 1.30  0.011
13 O 0.24 -0.26 0.34  -0.083
14 O 0.08 2.26 0.91  -0.046
15 O -0.70 1.42 -4.13  -0.059
16 O 3.86 0.61 2.10  -0.053
17 O -2.60 -1.88 -1.11  -0.055
18 O -0.95 -2.15 2.18  -0.062

## Properties
Kohn-Sham gap   10.9 eV
Calculated total energy   -458.60523 hartree
LUMO level   -0.130 eV
Charge   0
SMILES   O.O.O.O.O.O

Which formula does entry 5 have?
H12O6

Among the records above, which one has the lowest LUMO level?
number 9